(1)
Below is 2 unconnected molecules or ions with the total composition C3H3BrN2O2S in a non-equilibrium geometry, with properties calculated with ωB97M-V/def2-TZVPD.

## Properties
HOMO-LUMO gap = 8.2 eV
energy relative to the best compared isomer or geometry (same formula, charge and spin) = 0.0 kcal per mole
net charge = 0
LUMO = -0.047 Eh
HOMO level = -9.5 eV

Atoms and positions in Å:
C1 -0.5328 0.4594 0.0655
C2 -1.9549 0.5873 -0.0443
C3 -0.3769 -0.8787 -0.1214
N1 -2.4979 -0.5747 -0.1149
N2 -1.5409 -1.5164 -0.1899
O1 2.8676 1.7250 -0.9676
O2 3.2135 0.9430 1.3454
S1 3.7355 1.1005 0.0018
Br1 1.3157 -1.9896 -0.3549
H1 0.1398 1.2746 0.3695
H2 -2.5906 1.4333 0.1291
H3 -1.7784 -2.5638 -0.1183

Löwdin atomic charge list, values in e, 5 entries: atom 1 (C): -0.082, atom 2 (C): -0.175, atom 3 (C): -0.644, atom 4 (N): 0.002, atom 5 (N): -0.048

(2)
Below is 2 unconnected molecules or ions with the total composition C6H12O3 in a non-equilibrium geometry, with properties calculated with ωB97M-V/def2-TZVPD.

## Properties
HOMO-LUMO gap = 9.3 eV
energy relative to the best compared isomer or geometry (same formula, charge and spin) = 51.3 kcal per mole
net charge = 0
LUMO = -0.004 Eh
HOMO level = -9.4 eV
SMILES string = CC(=O)C=O.CC(C)O

Atoms and positions in Å:
C1 -0.5115 -0.9150 -0.4173
C2 -0.7907 -1.6483 0.8881
C3 -0.3680 -1.8593 -1.5993
O1 -1.4760 0.0771 -0.6975
H1 -2.3591 -0.2485 -0.4881
H2 0.4538 -0.2246 -0.3672
H3 0.0151 -2.3424 1.1130
H4 -1.3511 -2.0871 -2.0127
H5 0.2253 -1.4075 -2.3915
H6 -1.7271 -2.2019 0.8089
H7 -0.8573 -0.9364 1.7097
H8 0.0742 -2.8218 -1.3542
C4 0.4044 2.7567 0.0547
C5 0.7099 1.7644 1.1230
C6 1.8087 0.6604 0.6767
O2 0.1755 1.6726 2.1964
O3 2.6968 0.9378 -0.0924
H9 1.9420 -0.0615 1.5023
H10 -0.2722 2.2534 -0.6429
H11 1.3206 3.0113 -0.4733
H12 -0.1131 3.6208 0.4636

Löwdin atomic charge list, values in e, 5 entries: atom 1 (C): -0.494, atom 2 (C): -0.044, atom 3 (C): -0.047, atom 4 (O): -0.053, atom 5 (H): 0.098

(3)
Below is C3H6N2OS in the gas phase in a non-equilibrium geometry, with properties calculated with ωB97M-V/def2-TZVPD.

## Properties
HOMO-LUMO gap = 8.6 eV
energy relative to the best compared isomer or geometry (same formula, charge and spin) = 137.7 kcal per mole
net charge = 0
LUMO = 0.024 Eh
HOMO level = -7.9 eV
SMILES string = C=C/C(=N\O)NS

Atoms and positions in Å:
C1 -0.2200 -0.5741 0.0229
C2 0.0768 0.8558 0.0965
C3 1.2249 1.5481 -0.1403
H1 -3.1930 0.6814 0.7934
H2 -1.5450 -2.1434 0.0065
H3 -0.5770 1.4864 0.5971
H4 1.9304 0.9055 -0.7820
H5 1.2175 2.5975 0.0394
H6 2.5741 -1.6987 -0.5934
N1 -1.5298 -1.0368 0.1967
N2 0.8444 -1.4401 -0.1123
O1 2.0443 -1.0190 0.0792
S1 -2.8475 -0.1626 -0.2039

Löwdin atomic charge list, values in e, 5 entries: atom 1 (C): -0.378, atom 2 (C): -0.151, atom 3 (C): 0.044, atom 4 (H): -0.141, atom 5 (H): 0.163